Density functional theory data (ωB97M-V/def2-TZVPD) for a cluster of 16 separate species, C23H78N12O16 in total in a non-equilibrium geometry.

Each line ends with the Mulliken charge.
Positions of all 129 atoms, in Å:
C (13.32300, 4.80500, -10.53300)  -0.399
C (12.99300, 5.93100, -11.52700)  0.786
O (11.73100, 6.44600, -11.30000)  -0.614
H (14.16000, 4.31900, -10.90900)  -0.112
H (12.45300, 4.16400, -10.40300)  0.500
H (13.53900, 5.17700, -9.54800)  -0.229
H (13.06400, 5.54800, -12.57100)  0.394
H (13.76700, 6.70100, -11.45300)  -0.794
H (11.65200, 7.36600, -11.59300)  0.361
C (21.25500, 6.05800, -5.68200)  -1.879
C (20.07300, 6.23100, -6.61700)  0.937
O (20.08000, 5.10500, -7.44200)  -0.381
H (22.19800, 5.97200, -6.20400)  0.364
H (21.17500, 5.07100, -5.14700)  0.238
H (21.39900, 6.91300, -5.07000)  0.447
H (20.15900, 7.22500, -7.15100)  -0.416
H (19.17700, 6.30100, -5.94600)  0.235
H (20.71200, 5.22000, -8.21000)  0.311
C (18.88200, 9.05800, -4.56700)  -1.318
C (17.47900, 8.65700, -5.03800)  -0.258
O (17.47500, 8.59900, -6.43400)  -0.174
H (19.19100, 10.10000, -4.76500)  0.406
H (19.76100, 8.42600, -4.83500)  0.121
H (18.91500, 9.00300, -3.46800)  0.402
H (16.67100, 9.27600, -4.62300)  0.386
H (17.20600, 7.63700, -4.71900)  0.301
H (16.67700, 8.23700, -6.74500)  0.048
C (21.64000, 3.31900, -12.15000)  -1.104
C (20.98000, 4.42900, -12.89000)  -0.423
O (19.86000, 4.89100, -12.12100)  -0.191
H (22.38600, 2.90300, -12.80500)  0.495
H (20.93600, 2.62700, -11.79300)  0.257
H (22.20900, 3.59800, -11.25700)  0.253
H (20.59800, 4.14300, -13.84900)  0.551
H (21.73400, 5.24300, -13.13300)  0.269
H (19.10600, 4.35300, -12.42500)  -0.193
C (16.71400, 7.04800, -10.05400)  1.067
C (17.63900, 6.15600, -9.19400)  2.741
O (17.36800, 4.80300, -9.48600)  1.538
H (15.62400, 6.94100, -9.87000)  -1.516
H (17.01300, 7.03300, -11.09900)  0.577
H (16.78000, 8.00900, -9.61400)  -0.583
H (17.55700, 6.38000, -8.07100)  -0.099
H (18.64900, 6.31100, -9.52900)  -1.117
H (17.44200, 4.79400, -10.42400)  -1.547
C (14.30800, 11.33600, -10.34200)  -1.648
C (15.16500, 10.19900, -9.83900)  1.313
O (15.99600, 10.58200, -8.74700)  -0.582
H (13.70300, 11.81700, -9.57000)  0.410
H (13.62200, 10.99200, -11.03600)  0.442
H (14.92800, 12.03000, -10.94300)  0.330
H (15.71400, 9.76200, -10.70700)  -0.548
H (14.53100, 9.42400, -9.45900)  -0.267
H (15.41300, 10.67000, -8.04900)  0.367
C (22.14500, 7.47600, -9.28100)  -0.913
C (22.44300, 6.21100, -10.03200)  -0.332
O (21.25500, 5.50400, -9.83200)  -0.011
H (22.15900, 7.40600, -8.20200)  0.210
H (21.27200, 7.94100, -9.71800)  0.123
H (22.93100, 8.19400, -9.54300)  0.516
H (23.33600, 5.81600, -9.55400)  0.393
H (22.68500, 6.31400, -11.10800)  0.338
H (20.92300, 5.24200, -10.68900)  -0.716
C (17.44800, 10.60800, -12.52900)  0.449
O (16.35600, 11.40800, -12.71900)  -0.779
N (18.49400, 11.03300, -11.89600)  -0.498
N (17.54100, 9.43400, -13.04400)  -0.224
H (18.43900, 11.97800, -11.54300)  0.209
H (19.45300, 10.57600, -12.11600)  0.451
H (16.62100, 9.09300, -13.36800)  0.030
H (18.36000, 8.84000, -12.88800)  0.172
C (14.96400, 2.91200, -8.17600)  0.305
O (15.24600, 2.34600, -9.37500)  -0.833
N (14.00700, 2.39300, -7.40000)  -0.481
N (15.58500, 3.95900, -7.75500)  0.340
H (13.52500, 1.45700, -7.69000)  0.345
H (14.16200, 2.36300, -6.39300)  0.239
H (16.18600, 4.37900, -8.44600)  -0.554
H (15.37200, 4.58400, -6.91900)  0.380
C (18.18200, 3.16400, -5.16800)  0.540
O (19.33300, 3.16700, -4.33300)  -0.716
N (18.01300, 3.77300, -6.26200)  0.463
N (17.03700, 2.71800, -4.76000)  -0.308
H (18.85700, 4.33600, -6.62000)  -0.328
H (17.20400, 3.83200, -6.87800)  0.543
H (16.93900, 2.28500, -3.84000)  0.252
H (16.32600, 2.42000, -5.37500)  0.136
C (19.74000, 10.17700, -8.74300)  0.324
O (20.87500, 10.73900, -9.34500)  -0.883
N (19.74200, 9.84900, -7.46500)  0.013
N (18.66700, 9.85000, -9.39500)  0.578
H (20.56400, 9.79600, -6.87700)  0.391
H (18.92000, 9.40500, -7.07200)  -0.038
H (18.64100, 10.25000, -10.36000)  0.246
H (17.73900, 9.69500, -9.02700)  -0.499
C (17.02500, 3.56500, -12.30900)  -0.116
O (16.47900, 4.80100, -12.09200)  -0.357
N (17.82900, 3.28600, -13.32500)  -0.569
N (16.77300, 2.51800, -11.56000)  -0.356
H (17.99100, 4.05600, -14.04500)  0.358
H (18.27600, 2.35200, -13.55900)  0.208
H (16.26100, 2.63700, -10.74200)  0.236
H (17.01900, 1.55800, -11.86300)  0.369
C (20.53000, 8.54900, -12.24100)  0.207
O (21.05600, 7.97300, -13.38100)  -0.833
N (20.96600, 9.70700, -11.89600)  -0.030
N (19.47400, 8.05200, -11.58900)  2.356
H (21.69600, 9.95400, -12.51400)  0.218
H (20.94200, 10.02800, -10.90200)  0.280
H (19.20700, 7.07900, -11.79600)  -0.930
H (19.01300, 8.49700, -10.77700)  -0.869
C (14.71300, 7.89000, -13.28200)  -0.523
O (15.24000, 8.62300, -14.38900)  -0.582
H (15.31000, 6.95000, -13.17100)  0.358
H (13.65300, 7.64300, -13.51400)  0.220
H (14.78100, 8.42700, -12.37300)  0.183
H (15.49000, 8.03000, -15.08700)  0.318
C (19.55800, 2.52800, -9.31900)  -0.594
O (18.93900, 1.67300, -10.30800)  -0.728
H (18.99200, 2.57200, -8.41700)  0.452
H (19.64200, 3.58700, -9.68800)  -0.039
H (20.53900, 2.12400, -9.09200)  0.405
H (18.14800, 2.04600, -10.61000)  0.371
C (13.67900, 7.17600, -7.60800)  -0.383
O (14.94500, 7.49700, -6.97400)  -0.669
H (13.66400, 7.44600, -8.70700)  -0.097
H (12.82300, 7.68300, -7.16500)  0.340
H (13.53600, 6.13600, -7.54100)  0.209
H (15.11300, 6.99000, -6.11500)  0.260

Output
DFT total energy   -2783.89915 a.u.
Net charge   0
2S+1   1
Kohn-Sham gap   8.34 eV
Relative energy (zero: lowest compared OMol25 entry of this formula, charge and spin)   0.4775 eV
HOMO energy   -8.8 eV